Formula: C3H5NO2
Source: the Open Molecules 2025 dataset
Level of theory: the ωB97M-V functional and the def2-TZVPD basis

The geometry in XYZ format:
```
11
Properties=species:S:1:pos:R:3:forces:R:3:lowdin_charge:R:1
C -0.80478 -0.57636 -0.88479 1.2 0.0 -0.1 -0.018
O 0.37511 0.17827 -0.26507 -0.4 -0.6 -0.6 -0.190
C 1.59830 -0.28403 0.09444 -0.2 -0.3 -0.2 -0.334
O 2.24867 0.18729 0.99506 -0.9 -0.1 -0.9 0.073
H -1.56715 0.11176 -1.30056 1.1 0.1 0.4 0.090
H -1.36156 -1.22999 -0.18873 0.9 0.4 0.0 0.091
H -0.33149 -1.12694 -1.67576 -0.1 -0.5 -0.4 0.073
H 1.97817 -1.08447 -0.54932 0.0 -0.3 0.0 0.141
C -0.66134 1.25725 1.22224 -1.9 0.5 0.9 -0.079
N -1.73205 0.91562 0.95251 0.4 0.9 1.0 0.069
H 0.25812 1.65159 1.59997 0.0 -0.1 -0.1 0.082
```
Positions in Å, forces in eV/Å.

- SMILES = COC=O.C#N
- highest occupied orbital energy (eV) = -10.5583
- HOMO-LUMO gap (eV) = 11.39
- max |F| (eV Å⁻¹) = 2.1
- energy relative to the best compared isomer or geometry (same formula, charge and spin) (kcal/mol) = 68.4